(1)
C3H12NO3 | ωB97M-V with the def2-TZVPD basis set

```
19
Properties=species:S:1:pos:R:3:lowdin_charge:R:1
O 0.250 2.509 0.381 0.13
C -0.590 2.017 1.042 -0.22
C -0.535 0.524 1.224 -0.27
C -1.930 -0.049 1.694 -0.03
N -0.312 -0.217 -0.066 0.22
H -1.496 2.488 1.459 0.14
H 0.279 0.243 1.942 0.18
H -2.593 -0.249 0.833 0.09
H -2.354 0.690 2.461 0.12
H -1.781 -0.973 2.212 0.08
H -0.110 0.564 -0.797 0.18
H -1.111 -0.764 -0.259 0.13
H 0.567 -0.744 -0.075 0.13
H 2.531 -2.086 -1.717 0.03
H 1.496 -3.026 -1.344 0.04
O 1.984 -2.306 -0.968 -0.04
H 2.683 0.321 -2.368 0.12
H 1.389 0.811 -3.265 0.13
O 1.632 0.247 -2.388 -0.17
```

For the energy relative to the best compared isomer or geometry (same formula, charge and spin), the calculation gives 1.5173 eV. The total energy is -10930.6292 eV. Its charge is +1. As for the maximum force: 0.0931 Eh/bohr. The frontier orbital gap is 0.406 Ha. The calculation puts the LUMO energy at -3.55 eV.

---

(2)
C3H7N3 | ωB97M-V with the def2-TZVPD basis set

```
13
Properties=species:S:1:pos:R:3:lowdin_charge:R:1
H 0.451 2.715 -0.281 0.07
N 0.020 2.273 0.627 0.06
C 0.129 0.953 0.594 -0.54
N -0.164 0.127 1.749 0.08
N 0.554 0.314 -0.527 -0.01
C 0.161 -0.822 -1.185 -0.23
C -0.926 -1.496 -0.831 -0.01
H 0.448 -0.711 1.672 0.09
H 0.151 0.516 2.681 0.11
H 1.115 0.992 -1.073 0.14
H 0.926 -1.173 -1.965 0.14
H -1.116 -2.458 -1.278 0.04
H -1.750 -1.230 -0.183 0.06
```

For the energy relative to the best compared isomer or geometry (same formula, charge and spin), the calculation gives 1.2508 eV. The total energy is -7693.4285 eV. Its structure (SMILES) is [H]/N=C(/N)NC=C. Its charge is 0. As for the maximum force: 0.0735 Eh/bohr. The frontier orbital gap is 0.338 Ha. The calculation puts the LUMO energy at 0.72 eV.